C11H24Br6INO2S2Ta as an isolated structure at a distorted geometry. Source: the OMol25 dataset; level of theory: ωB97M-V/def2-TZVPD.

Geometry as XYZ:
```
48
Properties=species:S:1:pos:R:3:lowdin_charge:R:1
C -0.293 2.625 -1.432 -0.17
C -1.794 2.656 -1.640 -0.44
C -2.345 3.627 -2.697 -0.91
I -2.685 2.591 -4.580 0.69
Ta -1.474 5.722 -3.022 1.35
C 0.668 5.163 -3.672 -0.50
S 1.022 4.123 -5.014 0.49
O 2.154 4.596 -5.768 -0.39
O 1.006 2.756 -4.556 -0.42
N -2.051 5.995 -5.103 -0.16
C -1.341 6.758 -5.683 -1.03
S -0.212 7.407 -6.596 0.60
H -0.064 1.945 -0.612 0.00
H 0.216 2.245 -2.313 0.06
H 0.111 3.596 -1.157 0.03
H -2.295 2.886 -0.699 0.09
H -2.104 1.642 -1.899 0.06
H -3.374 3.831 -2.397 -0.03
H -3.101 6.474 -2.575 -0.16
H -0.904 7.481 -3.005 -0.14
H -1.002 5.789 -1.263 -0.13
H 1.143 6.108 -3.947 0.01
H 1.263 4.740 -2.861 0.02
H -0.063 4.287 -5.797 0.02
Br 0.463 -0.785 0.848 0.64
C 2.385 -0.626 1.081 -0.68
C 2.748 0.564 1.928 -0.71
Br 2.569 2.236 0.957 0.66
H 2.815 -0.572 0.086 0.05
H 2.700 -1.544 1.572 0.05
H 3.792 0.504 2.228 0.06
H 2.118 0.638 2.808 0.03
Br 0.531 -5.541 5.126 0.62
C -0.765 -4.226 4.517 -0.68
C -0.143 -3.169 3.648 -0.72
Br 0.909 -1.901 4.679 0.61
H -1.220 -3.809 5.410 0.05
H -1.507 -4.787 3.954 0.06
H -0.910 -2.578 3.155 0.04
H 0.522 -3.588 2.901 0.05
Br -1.086 -8.410 2.585 0.60
C 0.415 -9.113 3.598 -0.71
C -0.030 -10.042 4.697 -0.70
Br -0.823 -9.072 6.181 0.59
H 0.951 -8.252 3.983 0.00
H 1.035 -9.644 2.881 0.06
H 0.823 -10.576 5.109 0.06
H -0.775 -10.751 4.355 0.05
```

Properties
HOMO-LUMO gap, eV: 6.99
Charge: -1
2S+1: 1
Lowest unoccupied orbital energy, eV: 1.473
E, hartree: -17233.840591